No. 1
This record from the OMol25 dataset describes a 3-piece molecular cluster, C3H6Cl2O3 overall. The level of theory is the ωB97M-V functional and the def2-TZVPD basis.

XYZ file:
```
14
Properties=species:S:1:pos:R:3:mulliken_charge:R:1
O -3.6735 1.0080 0.1663 -0.51
C -3.7264 -0.1906 0.0116 0.60
O -2.7869 -0.9246 -0.4734 -0.42
Cl -5.1724 -1.0335 0.1328 -0.15
H -1.9705 -0.3425 -0.3397 0.51
C 1.4206 -0.1895 -0.2606 -0.64
C 0.5553 0.6419 0.2541 0.08
O -0.6996 0.7033 -0.3310 -0.55
H 1.1387 -0.8946 -1.1117 0.18
H 2.4802 -0.3155 -0.1068 0.20
H 0.6139 1.2400 1.0643 0.34
H -1.1372 1.4263 0.2216 0.37
Cl 5.9073 -0.4560 0.0692 -0.26
H 7.0506 -0.6726 0.7034 0.26
```

Output
Spin multiplicity ... 1
Relative energy (zero: lowest compared OMol25 entry of this formula, charge and spin) ... 17.6 kcal/mol
Energy ... -34394.733 eV
HOMO-LUMO gap ... 10.40 eV

No. 2
This record from the OMol25 dataset describes C20H14AsN4O2ReS7 as an isolated structure. The level of theory is the ωB97M-V functional and the def2-TZVPD basis.

XYZ file:
```
49
Properties=species:S:1:pos:R:3:mulliken_charge:R:1
Re 0.3089 0.5020 -0.4960 0.55
S -0.3026 -2.2181 4.0388 -0.15
As 0.6686 -0.7690 3.0751 0.41
S -0.8890 1.4634 1.0868 0.00
S 0.7370 -1.2388 0.8133 -0.06
S 1.6940 0.9139 3.4677 -0.16
N 0.5770 -4.1498 -5.8811 -0.35
C 0.3428 -4.4019 -4.5856 -0.22
S 0.2384 -5.8766 -3.8990 -0.25
C 0.2680 -3.2014 -3.7002 0.56
C 1.2278 -2.1935 -3.7603 -0.71
C 1.1755 -1.1540 -2.8605 -0.28
N 0.2171 -1.0812 -1.9174 0.40
C -0.7234 -2.0466 -1.8637 -0.49
C -0.7305 -3.1057 -2.7340 -0.62
H 0.6534 -4.9296 -6.5162 0.23
H 0.4872 -3.2275 -6.2737 0.22
H 2.0316 -2.2267 -4.4830 0.52
H 1.9033 -0.3538 -2.8877 0.52
H -1.4755 -1.9537 -1.0914 0.51
H -1.4841 -3.8757 -2.6519 0.50
N 6.4332 4.1170 -1.9508 -0.34
C 5.4862 3.5555 -1.6250 -0.35
C 4.3005 2.8502 -1.2280 0.63
C 4.4161 1.5696 -0.6723 -0.70
C 3.2856 0.8849 -0.2930 -0.51
C 2.0149 1.4735 -0.4833 0.97
C 1.9160 2.7874 -1.0059 0.03
C 3.0542 3.4614 -1.3891 -0.91
H 5.3963 1.1352 -0.5308 0.51
H 3.3691 -0.0953 0.1551 0.45
H 0.9578 3.2812 -1.1095 0.36
H 2.9940 4.4614 -1.7955 0.50
O 0.3455 1.6344 -3.8685 -0.56
S -1.0000 1.3227 -3.5108 1.13
O -1.5941 0.0875 -3.8923 -0.58
N -1.0529 1.4675 -1.7650 -0.31
C -1.9065 2.4243 -1.4226 1.00
S -2.1928 2.8269 0.1875 -0.12
C -2.5549 3.1271 -2.5278 0.36
C -3.4831 4.1576 -2.4722 -0.89
C -3.9415 4.6858 -3.6719 -0.70
C -3.4842 4.1969 -4.8922 -0.67
C -2.5551 3.1593 -4.9550 -0.69
C -2.1114 2.6533 -3.7558 0.51
H -3.8456 4.5438 -1.5280 0.39
H -4.6651 5.4889 -3.6586 0.44
H -3.8574 4.6278 -5.8114 0.44
H -2.2037 2.7758 -5.9032 0.50
```

Output
Spin multiplicity ... 1
Relative energy (zero: lowest compared OMol25 entry of this formula, charge and spin) ... 8.8 kcal/mol
Energy ... -169822.111 eV
Charge ... +2
HOMO-LUMO gap ... 4.52 eV

No. 3
This record from the OMol25 dataset describes C15H23Cl2CuN2O4P as an isolated structure. The level of theory is the ωB97M-V functional and the def2-TZVPD basis.

XYZ file:
```
48
Properties=species:S:1:pos:R:3:mulliken_charge:R:1
C 2.9225 -3.5644 0.1924 -1.07
C 3.9674 -2.5766 -0.2969 -0.68
O 3.3325 -1.2875 -0.4531 -0.29
C 3.9874 -0.2117 0.1750 0.02
C 3.7273 1.1068 -0.5289 -1.31
C 2.3693 1.7320 -0.1975 -0.65
C 1.2247 1.1950 -1.0630 -0.66
C -0.1216 1.8299 -0.6694 -1.47
C -1.0421 0.9281 0.2118 2.40
C -0.1632 0.4528 1.2904 -0.85
N 0.4873 0.1867 2.1965 -0.66
C -2.1939 1.8346 0.6963 -0.86
P -3.1401 1.5381 2.2212 0.76
O -3.8107 2.7901 2.5349 -0.71
O -2.2035 1.0907 3.4503 -0.52
O -4.2546 0.3961 1.9888 -0.49
C -1.4558 -0.3089 -0.7177 0.56
C -0.8202 -1.5257 -0.2173 -0.36
N -0.3933 -2.4862 0.2359 -0.54
C -2.9426 -0.5919 -0.8662 -0.43
Cl -3.5918 -1.9454 0.0244 -0.16
C -3.7691 0.0713 -1.6549 0.74
C -5.2182 -0.1749 -1.8493 -1.45
Cl -3.1121 1.3581 -2.6254 -0.16
H 2.4396 -3.1868 1.0992 0.31
H 2.1278 -3.5958 -0.5398 0.30
H 3.3251 -4.5591 0.3447 0.42
H 4.2861 -2.8888 -1.2856 0.35
H 4.8532 -2.5654 0.3879 0.64
H 5.0722 -0.3824 0.2199 0.54
H 3.6205 -0.0294 1.2661 0.38
H 4.5238 1.7868 -0.2360 0.49
H 3.8454 0.9378 -1.5958 0.32
H 2.1653 1.5746 0.8560 0.43
H 2.4767 2.7883 -0.4268 0.35
H 1.4498 1.4586 -2.0941 0.54
H 1.2263 0.1059 -1.0315 0.25
H 0.1042 2.7431 -0.1245 0.73
H -0.6657 2.1099 -1.5653 0.28
H -2.9353 1.9512 -0.0816 0.16
H -1.7762 2.8241 0.8440 0.57
H -2.1882 0.1240 3.5367 0.32
H -3.9321 -0.4632 2.3005 0.32
H -1.0598 -0.1708 -1.7189 0.73
H -5.6626 -0.6532 -0.9878 0.43
H -5.3641 -0.8008 -2.7254 0.32
H -5.7172 0.7742 -2.0137 0.39
Cu 4.1454 -1.5443 1.8930 0.26
```

Output
Spin multiplicity ... 1
Energy ... -106064.112 eV
Charge ... +1
HOMO-LUMO gap ... 6.81 eV

No. 4
This record from the OMol25 dataset describes C22H11CrF16N4O5S6 as an isolated structure. The level of theory is the ωB97M-V functional and the def2-TZVPD basis.

XYZ file:
```
65
Properties=species:S:1:pos:R:3:mulliken_spin:R:1
Cr -0.1912 -0.0082 0.7480 3.29
C -2.0167 2.4120 0.1853 0.03
N -2.1162 0.9498 0.1690 -0.12
C -2.9396 0.5093 1.2964 0.01
C -2.2040 0.7164 2.6365 0.02
N -0.8050 0.9886 2.3766 -0.05
C -0.0866 1.4797 3.3830 -0.01
C -0.3899 1.4669 4.7752 0.01
F -1.5280 0.8840 5.2511 0.00
C 0.4448 2.0276 5.7235 0.00
F 0.1094 1.9599 7.0322 0.00
C 1.6236 2.6702 5.3674 0.01
F 2.4279 3.2258 6.3070 0.00
C 1.9347 2.7631 4.0093 -0.01
F 3.0115 3.4709 3.6234 0.00
C 1.1091 2.1895 3.0763 0.03
F 1.3720 2.3888 1.7691 0.01
C -2.7443 0.5074 -1.0781 0.03
C -2.0559 0.9749 -2.3643 0.00
N -0.8945 0.1780 -2.5989 0.00
C -0.2059 0.3193 -3.6925 0.00
C -0.3411 1.3019 -4.7384 0.00
F -1.3150 2.2658 -4.6665 0.00
C 0.4617 1.3375 -5.8532 0.00
F 0.2568 2.2947 -6.7976 0.00
C 1.4722 0.4031 -6.0458 0.00
F 2.2508 0.4328 -7.1640 0.00
C 1.6441 -0.5846 -5.0742 0.00
F 2.5900 -1.5348 -5.2630 0.00
C 0.8466 -0.6154 -3.9622 0.00
F 1.0354 -1.6362 -3.0837 0.00
H -2.9681 2.8716 -0.1179 0.00
H -1.2264 2.7300 -0.4901 0.00
H -1.7498 2.7587 1.1810 0.01
H -3.1470 -0.5562 1.1688 0.00
H -3.9054 1.0477 1.3013 0.01
H -2.3169 -0.1911 3.2436 0.00
H -2.6419 1.5606 3.1939 0.00
H -3.7882 0.8710 -1.0932 0.01
H -2.7392 -0.5855 -1.0951 0.00
H -1.8282 2.0489 -2.3165 0.00
H -2.7915 0.8367 -3.1737 0.00
F 0.5890 -3.3295 3.3338 0.00
C 0.2325 -3.9159 2.1936 0.00
F 0.0812 -5.2220 2.4566 0.00
F 1.2199 -3.7982 1.3125 0.00
S -1.3456 -3.1737 1.4763 0.01
O -1.2212 -1.7553 1.7163 0.00
O -2.3945 -3.8143 2.2090 0.00
N -1.3424 -3.6085 -0.0149 0.00
S -0.6499 -2.7199 -1.1455 0.01
O 0.0943 -1.6349 -0.5823 -0.09
O -1.5723 -2.5433 -2.2113 0.00
C 0.6662 -3.9569 -1.7571 0.00
F 0.5633 -5.0844 -1.0308 0.00
F 0.4870 -4.3222 -3.0257 0.00
F 1.9044 -3.5199 -1.6074 0.00
O 6.4770 0.6021 -0.7435 0.00
C 5.3081 0.5281 -0.4647 0.00
S 4.0222 1.3588 -1.3430 0.00
C 2.6667 0.7642 -0.3872 0.02
C 2.9781 -0.0537 0.6489 0.02
S 1.8334 -0.7496 1.7333 -0.09
S 4.6799 -0.4205 0.8890 0.00
S 1.0684 1.2415 -0.8041 -0.10
```

Output
Spin multiplicity ... 4
Relative energy (zero: lowest compared OMol25 entry of this formula, charge and spin) ... 31.4 kcal/mol
Energy ... -176103.790 eV
Charge ... -2
HOMO-LUMO gap (alpha / beta) ... 5.28 / 5.33 eV

No. 5
This record from the OMol25 dataset describes one molecule with the formula C9H14O3Si. The level of theory is the ωB97M-V functional and the def2-TZVPD basis.

XYZ file:
```
27
Properties=species:S:1:pos:R:3:mulliken_charge:R:1
C 1.6759 1.8975 2.1060 -0.71
O 1.3289 1.3509 0.8922 -0.36
Si 0.2192 0.1166 0.7051 0.59
O 0.6636 -1.1460 1.6552 -0.26
C -0.0641 -1.2227 2.8520 -0.65
O -1.2842 0.6227 1.1705 -0.31
C -1.7604 1.7631 0.5236 -0.67
C 0.1330 -0.5334 -1.0320 -0.01
C -0.7487 -1.5586 -1.3222 -0.35
C -0.8659 -2.0198 -2.6375 -0.60
C -0.0442 -1.4823 -3.6474 -0.54
C 0.8604 -0.4747 -3.2965 -0.47
C 0.9275 0.0066 -2.0059 -0.11
H 1.9841 1.1160 2.7767 0.28
H 0.8690 2.4562 2.5104 0.29
H 2.5134 2.5513 1.9407 0.25
H 0.1808 -2.1114 3.4048 0.27
H -1.1417 -1.2312 2.6465 0.23
H 0.1589 -0.3555 3.4597 0.28
H -1.4216 2.6528 1.0219 0.22
H -2.8583 1.7175 0.5483 0.23
H -1.3913 1.7730 -0.5184 0.31
H -1.3896 -1.9354 -0.5451 0.36
H -1.5440 -2.8210 -2.8460 0.39
H -0.0672 -1.8605 -4.6238 0.45
H 1.4977 -0.0901 -4.0373 0.43
H 1.5687 0.8185 -1.7017 0.46
```

Output
Spin multiplicity ... 1
Relative energy (zero: lowest compared OMol25 entry of this formula, charge and spin) ... 0.0 kcal/mol
Energy ... -23582.933 eV
HOMO-LUMO gap ... 10.28 eV

No. 6
This record from the OMol25 dataset describes a 2-piece molecular cluster, C4H11S2 overall. The level of theory is the ωB97M-V functional and the def2-TZVPD basis.

XYZ file:
```
17
Properties=species:S:1:pos:R:3:mulliken_charge:R:1
C 3.0036 0.6556 -1.7305 -0.74
S 3.5234 -0.7276 -0.7059 -0.15
C 1.9662 -1.1145 0.3302 -0.66
H 3.7765 1.2764 -2.2370 0.28
H 2.5241 1.2495 -0.9775 0.24
H 2.2247 0.4355 -2.4025 0.29
H 1.0515 -1.3758 -0.4977 0.16
H 2.1025 -2.0264 1.0253 0.28
H 1.5947 -0.3149 1.0545 0.24
C -3.1109 -0.3430 1.2257 -0.82
C -2.5434 0.9014 0.4015 -0.55
S -1.2394 0.3380 -0.8981 -0.72
H -2.2830 -1.0679 1.4156 0.22
H -3.9760 -0.7830 0.6768 0.22
H -3.5151 -0.0857 2.2940 0.24
H -1.8022 1.4967 1.0308 0.12
H -3.2972 1.4854 -0.0052 0.34
```

Output
Spin multiplicity ... 1
Relative energy (zero: lowest compared OMol25 entry of this formula, charge and spin) ... 39.6 kcal/mol
Energy ... -25996.122 eV
Charge ... -1
HOMO-LUMO gap ... 5.64 eV